Entry 1:
Entry from the OMol25 dataset: C15H17NO2 in the gas phase (ωB97M-V with the def2-TZVPD basis set).

Each line ends with the Löwdin charge.
Cartesian coordinates (Å):
C1 -0.0510 3.0424 -0.4490  -0.009
C2 -0.8998 1.8303 -0.3078  -0.324
C3 -1.6372 1.3540 0.7299  -0.031
C4 -2.2179 0.1385 0.2853  -0.017
C5 -1.8012 -0.0430 -0.9966  -0.284
C6 -2.1011 -1.1205 -1.9847  -0.103
C7 -0.8559 -1.5770 -2.7606  -0.091
C8 0.1959 -2.0784 -1.7832  -0.509
O1 0.2195 -3.2156 -1.3622  0.060
N1 1.1043 -1.1392 -1.4353  0.084
C9 2.0673 -1.3481 -0.3709  -0.121
C10 1.6212 -0.6486 0.8868  -0.208
C11 0.6145 -1.2071 1.6644  -0.035
C12 0.1618 -0.5541 2.7957  -0.089
C13 0.7056 0.6672 3.1571  -0.102
C14 1.7019 1.2341 2.3823  -0.091
C15 2.1561 0.5789 1.2509  -0.056
O2 -0.9971 0.9868 -1.3658  0.054
H1 -0.3515 3.6209 -1.3218  0.083
H2 -0.1496 3.6571 0.4400  0.086
H3 0.9965 2.7660 -0.5693  0.072
H4 -1.7513 1.8054 1.6934  0.110
H5 -2.8579 -0.5102 0.8467  0.113
H6 -2.8484 -0.7648 -2.7018  0.122
H7 -2.5258 -1.9669 -1.4435  0.129
H8 -0.4649 -0.7509 -3.3552  0.115
H9 -1.1329 -2.3979 -3.4223  0.122
H10 0.9408 -0.1838 -1.7149  0.131
H11 3.0441 -0.9775 -0.6969  0.122
H12 2.1204 -2.4282 -0.2133  0.126
H13 0.1902 -2.1567 1.3737  0.119
H14 -0.6175 -0.9980 3.3972  0.106
H15 0.3534 1.1767 4.0422  0.102
H16 2.1274 2.1878 2.6591  0.103
H17 2.9403 1.0203 0.6507  0.110

Results
**Lowest unoccupied orbital energy**: 0.8 eV
**Orbital gap**: 9.02 eV

Entry 2:
Entry from the OMol25 dataset: a gas-phase ion, C5H11N2O (charge -1) (ωB97M-V with the def2-TZVPD basis set).

Each line ends with the Löwdin charge.
Cartesian coordinates (Å):
N1 1.8426 2.7956 0.1734  -0.029
C1 0.6323 2.0346 0.1278  -0.196
C2 0.6940 0.6277 0.1633  -0.309
N2 1.8629 -0.1346 0.4331  0.059
C3 -0.4766 -0.2038 -0.4710  -0.216
C4 -0.7064 -1.6102 0.1168  -0.250
C5 -2.1318 -2.1023 -0.4134  -0.588
O1 -2.4172 -3.3544 -0.0622  -0.369
H1 1.7114 3.5097 -0.5177  0.047
H2 2.0708 3.2720 0.9921  0.023
H3 -0.2598 2.6410 -0.1029  0.089
H4 2.6867 0.3648 0.7978  0.071
H5 1.6202 -0.9684 1.0172  0.087
H6 -0.2859 -0.2026 -1.6060  0.134
H7 -1.3437 0.3732 -0.3794  0.061
H8 -0.8282 -1.6838 1.2838  0.125
H9 0.1709 -2.2467 -0.2615  0.106
H10 -2.0009 -1.8443 -1.4468  0.051
H11 -2.8414 -1.2675 0.1554  0.105

Results
**Net charge**: -1
**Lowest unoccupied orbital energy**: 3.4 eV
**Orbital gap**: 5.65 eV

Entry 3:
Entry from the OMol25 dataset: a molecular structure, C8H16O5Yb (ωB97M-V with the def2-TZVPD basis set).

Each line ends with the Löwdin charge.
Cartesian coordinates (Å):
C1 -1.6457 1.5970 -1.7134  0.086
H1 -2.3313 2.3143 -2.1811  0.065
H2 -1.1484 2.4460 -1.2288  0.105
H3 -1.9184 0.8858 -2.5071  0.109
O1 0.5786 0.8267 -0.7946  -0.381
C2 1.9708 0.8300 -0.9048  -0.278
C3 2.4699 -0.6031 -1.0189  -0.158
O2 1.8056 -1.3949 -0.0273  -0.260
C4 1.7980 -2.7970 -0.2566  -0.145
C5 0.6311 -3.4062 0.4829  -0.150
O3 -0.5120 -2.6082 0.1737  -0.335
C6 -1.7682 -3.1813 0.5131  -0.031
Yb1 -0.1856 -0.4648 0.4440  1.789
H4 2.4579 1.3289 -0.0437  0.127
H5 2.2995 1.3719 -1.8110  0.137
H6 3.5604 -0.6826 -0.8988  0.148
H7 2.1673 -0.9968 -2.0042  0.140
H8 2.7459 -3.2548 0.0582  0.157
H9 1.6422 -2.9609 -1.3344  0.147
H10 0.7919 -3.4373 1.5721  0.151
H11 0.4714 -4.4375 0.1393  0.153
H12 -2.5389 -2.5380 0.0766  0.108
H13 -1.8455 -4.1856 0.0759  0.113
H14 -1.8686 -3.2558 1.6064  0.119
O4 -2.2542 0.4619 -0.5074  -0.283
C7 -3.1530 0.7643 0.3927  -0.266
C8 -2.7962 0.5146 1.7445  -0.328
O5 -1.6443 0.0923 2.0242  -0.263
H15 -3.9483 1.4604 0.1101  0.110
H16 -3.4972 0.8037 2.5395  0.114

Results
**Net charge**: +1
**Lowest unoccupied orbital energy (spin up / spin down)**: -3.2 / -3.2 eV
**Orbital gap (spin up / spin down)**: 6.61 / 6.57 eV
**Spin multiplicity**: 2

Entry 4:
Entry from the OMol25 dataset: a molecular structure, C4H8N2O (ωB97M-V with the def2-TZVPD basis set).

Each line ends with the Löwdin charge.
Cartesian coordinates (Å):
N1 0.3718 2.2424 -1.1364  0.108
C1 -0.1414 1.1129 -1.3953  -0.619
O1 -0.2210 0.2290 -2.3360  0.025
C2 -0.9200 0.1509 -0.6324  -0.020
N2 -0.3934 -0.6247 0.2956  -0.076
C3 -0.3744 -1.9211 0.8862  -0.059
C4 0.8787 -1.0986 0.7111  -0.070
H1 0.8981 2.5986 -1.9328  0.055
H2 0.2412 2.1492 1.0212  0.010
H3 0.0979 1.8587 1.6992  0.035
H4 -1.9891 0.0821 -0.7926  0.151
H5 -0.8322 -1.9890 1.8704  0.113
H6 -0.5175 -2.7952 0.2563  0.116
H7 1.3329 -0.5935 1.5599  0.108
H8 1.5684 -1.4018 -0.0743  0.123

Results
**Lowest unoccupied orbital energy**: 0.7 eV
**Orbital gap**: 10.17 eV

Entry 5:
Entry from the OMol25 dataset: a molecular structure, C6H8AsCl18F6O2V (ωB97M-V with the def2-TZVPD basis set).

Each line ends with the Löwdin charge.
Cartesian coordinates (Å):
V1 -0.4824 -0.8193 -0.8448  0.664
As1 1.5659 -2.8409 -1.7579  0.722
F1 1.7286 -1.5270 -0.5199  -0.294
F2 3.0428 -2.4237 -2.4637  -0.192
F3 1.1151 -3.9175 -2.9524  -0.181
F4 0.0859 -3.3203 -0.9021  -0.278
F5 0.5915 -1.6017 -2.4650  -0.307
F6 2.3809 -3.9726 -0.7646  -0.217
O1 -1.6078 -0.4806 0.7792  -0.541
H1 -1.1720 -0.0138 1.4990  -0.077
O2 0.2476 0.9419 -1.1633  -0.442
H2 1.0949 0.7513 -1.5468  -0.083
C1 -4.1236 -0.3430 -0.8127  -1.417
Cl1 -4.8132 1.2827 -1.1290  0.497
Cl2 -2.9101 -0.7327 -1.9288  0.670
Cl3 -5.5891 -1.4532 -1.1039  0.435
H3 -3.7939 -0.4569 0.1646  -0.026
C2 3.8227 0.3802 0.9822  -1.569
Cl4 2.7412 0.2313 2.3185  0.559
Cl5 5.5112 0.6649 1.5882  0.465
Cl6 3.4133 1.5991 -0.1774  0.602
H4 3.8788 -0.5887 0.5220  -0.009
C3 -0.0631 -3.5940 3.4868  -1.529
Cl7 -0.7346 -2.4192 2.3407  0.593
Cl8 -0.2712 -5.2982 2.9747  0.497
Cl9 -0.8737 -3.2872 5.0029  0.497
H5 1.0259 -3.3739 3.6603  0.037
C4 -1.2082 3.5018 -1.0702  -1.567
Cl10 -1.8852 3.7157 0.5168  0.536
Cl11 0.2072 4.4987 -1.3815  0.532
Cl12 -2.5450 3.7330 -2.2143  0.481
H6 -0.8304 2.5115 -1.2439  -0.061
C5 -0.4222 2.3872 4.4817  -1.459
Cl13 1.2022 3.1256 4.1294  0.468
Cl14 -1.0984 3.0610 6.0159  0.468
Cl15 -0.3126 0.6266 4.5939  0.532
H7 -1.0834 2.9200 3.8033  -0.005
C6 0.4614 1.3200 -4.3550  -1.488
Cl16 1.9978 0.7450 -5.0773  0.502
Cl17 -0.8430 0.1885 -4.7978  0.512
Cl18 0.0820 2.9644 -4.9373  0.494
H8 0.4663 1.3139 -3.2504  -0.023

Results
**Net charge**: -1
**Lowest unoccupied orbital energy (spin up / spin down)**: 2.2 / 2.2 eV
**Orbital gap (spin up / spin down)**: 6.77 / 9.32 eV
**Spin multiplicity**: 4

Entry 6:
Entry from the OMol25 dataset: 3 unconnected molecules or ions with the total composition C4H14N2O2 (ωB97M-V with the def2-TZVPD basis set).

Each line ends with the Löwdin charge.
Cartesian coordinates (Å):
C1 -0.7453 -1.7168 -2.4024  -0.115
C2 -1.4927 -0.9127 -1.3381  -0.202
C3 -0.7606 -0.6556 -0.0303  -0.357
N1 0.4370 -1.3407 0.1752  0.111
C4 -1.3724 0.0361 0.9206  -0.175
N2 -0.8290 0.3190 2.2089  -0.003
H1 -0.2452 -2.6163 -2.0383  0.068
H2 0.0273 -1.0527 -2.8146  0.076
H3 -1.4089 -1.9499 -3.2322  0.070
H4 -2.4453 -1.3777 -1.1245  0.102
H5 -1.7526 0.0393 -1.8021  0.112
H6 1.0058 -1.4649 -0.6455  0.076
H7 0.9925 -1.0708 0.9720  0.062
H8 -2.3694 0.4273 0.7931  0.110
H9 -1.4986 0.7412 2.8367  0.081
H10 -0.3425 -0.4154 2.7237  0.087
O1 1.9447 2.2838 -1.0661  -0.090
H11 2.7349 1.8735 -1.4358  0.025
H12 1.8536 1.8442 -0.1976  -0.023
O2 1.8473 1.2052 1.5108  -0.085
H13 0.9825 0.9587 1.9160  0.009
H14 2.2210 1.9446 2.0079  0.061

Results
**Lowest unoccupied orbital energy**: 0.7 eV
**Orbital gap**: 8.10 eV

Number 1: E_tot -21416.4603 eV. Number 2: E_tot -10389.0305 eV. Number 3: E_tot -50313.3432 eV. Number 4: E_tot -9301.3853 eV. Number 5: E_tot -338688.0203 eV. Number 6: E_tot -11450.0839 eV.